Version P
Computed, not measured: a 2-piece molecular cluster, C5H8N overall, with ωB97M-V/def2-TZVPD.

Properties
Kohn-Sham gap	0.342	hartree
HOMO level	-0.53263	Eh

```
! wB97M-V def2-TZVPD RIJCOSX def2/J DEFGRID3
* xyz 1 1
C 1.368 -1.424 -0.221
C 1.615 -0.169 0.177
C -2.258 -0.552 -0.164
C 0.321 2.034 -0.155
C 0.617 0.813 -0.005
N -1.152 -0.261 0.317
H 2.009 -2.231 0.104
H 0.659 -1.752 -0.932
H 2.468 0.137 0.898
H -2.374 -0.072 -1.193
H -3.043 -1.296 0.404
H -0.668 2.581 -0.062
H 1.219 2.763 -0.350
H -0.779 -0.573 1.179
*
```

Löwdin atomic charge list, values in e, 6 entries: number 1, C, carries 0.087; number 2, C, carries -0.140; number 3, C, carries 0.020; number 4, C, carries 0.075; number 5, C, carries -0.089; number 6, N, carries 0.050

---

Version Q
Computed, not measured: an isolated ion of composition C5H8N and charge +1, with ωB97M-V/def2-TZVPD.

Properties
Kohn-Sham gap	0.367	hartree
SMILES	C[NH2+]C=C1C=C1
HOMO level	-0.49142	Eh

```
! wB97M-V def2-TZVPD RIJCOSX def2/J DEFGRID3
* xyz 1 1
C 2.023 -0.422 -0.355
N 1.033 0.253 0.447
C -0.147 0.927 -0.096
C -1.335 0.363 -0.046
C -2.102 -0.778 0.438
C -2.804 0.137 -0.272
H 2.820 0.248 -0.618
H 2.285 -1.380 0.139
H 1.852 -0.620 -1.432
H 1.573 0.915 1.021
H 0.457 -0.423 1.090
H 0.065 1.901 -0.657
H -2.079 -1.506 1.238
H -3.642 0.383 -0.898
*
```

Löwdin atomic charge list, values in e, 6 entries: number 1, C, carries -0.031; number 2, N, carries -0.029; number 3, C, carries -0.105; number 4, C, carries -0.189; number 5, C, carries 0.076; number 6, C, carries 0.147

---

Version R
Computed, not measured: an isolated ion of composition C5H8N and charge +1, with ωB97M-V/def2-TZVPD.

Properties
Kohn-Sham gap	0.307	hartree
HOMO level	-0.52162	Eh

```
! wB97M-V def2-TZVPD RIJCOSX def2/J DEFGRID3
* xyz 1 1
C 2.021 -0.545 0.236
C 1.340 0.663 -0.143
C -0.819 0.262 -0.409
C 1.228 -0.498 -1.032
C -2.124 -0.186 -0.022
N 0.021 0.661 0.442
H 3.134 -0.627 0.097
H 1.664 -1.176 1.019
H 1.849 1.521 -0.358
H -0.423 0.337 -1.506
H -2.417 -1.085 -0.495
H -2.893 0.485 -0.299
H -2.248 -0.605 0.986
H -0.333 0.793 1.484
*
```

Löwdin atomic charge list, values in e, 6 entries: number 1, C, carries -0.093; number 2, C, carries -0.321; number 3, C, carries -0.131; number 4, C, carries 0.226; number 5, C, carries 0.001; number 6, N, carries 0.132

---

Which structure loses on stability? version R does.

---

Version P
Computed, not measured: an isolated ion of composition C5H13N2S and charge +1, with ωB97M-V/def2-TZVPD.

Properties
Kohn-Sham gap	0.289	hartree
SMILES	C[NH+](C)/C=[NH+]/CC[S-]
HOMO level	-0.44612	Eh

```
! wB97M-V def2-TZVPD RIJCOSX def2/J DEFGRID3
* xyz 1 1
C 2.378 -0.171 -0.308
N 1.145 0.302 0.279
C 1.166 1.841 0.419
C -0.077 -0.156 -0.460
N -0.703 -1.204 0.182
C -2.047 -1.326 -0.076
C -3.022 -0.146 0.368
S -2.211 1.328 -0.275
H 2.287 -1.213 -0.360
H 2.583 0.437 -1.240
H 3.270 0.105 0.328
H 1.094 -0.020 1.191
H 1.568 1.995 1.471
H 1.821 2.261 -0.336
H 0.165 2.210 0.308
H -0.176 -0.277 -1.573
H -0.440 -1.280 1.142
H -2.492 -2.259 0.224
H -2.139 -1.165 -1.153
H -3.915 -0.453 -0.075
H -3.085 -0.255 1.397
*
```

Löwdin atomic charge list, values in e, 6 entries: number 1, C, carries -0.004; number 2, N, carries -0.158; number 3, C, carries 0.045; number 4, C, carries -0.150; number 5, N, carries -0.044; number 6, C, carries -0.284

---

Version Q
Computed, not measured: C5H13N2S as an isolated structure, with ωB97M-V/def2-TZVPD.

Properties
Kohn-Sham gap	0.366	hartree
HOMO level	-0.48237	Eh

```
! wB97M-V def2-TZVPD RIJCOSX def2/J DEFGRID3
* xyz 1 1
C -0.160 1.535 0.204
C 1.218 1.679 0.911
C -1.503 -0.168 -0.810
C -2.790 0.152 -0.145
C 1.966 -1.894 0.050
N 1.888 -0.617 -0.735
N -0.353 0.374 -0.647
S 2.581 0.893 -0.129
H -0.875 1.639 0.983
H -0.227 2.291 -0.570
H 1.552 2.706 1.044
H 1.274 1.114 1.758
H -1.606 -0.919 -1.612
H -2.534 1.010 0.459
H -2.948 -0.726 0.567
H -3.579 0.208 -0.841
H 3.025 -2.072 0.289
H 1.341 -1.739 1.012
H 1.524 -2.651 -0.656
H 0.743 -0.166 -0.871
H 2.349 -0.793 -1.549
*
```

Löwdin atomic charge list, values in e, 6 entries: number 1, C, carries -0.199; number 2, C, carries -0.334; number 3, C, carries -0.111; number 4, C, carries -0.012; number 5, C, carries -0.069; number 6, N, carries -0.401

---

Which structure loses on stability? version P does.

---

Version P
Computed, not measured: C22H29BrClN4ORuS as an isolated structure, with ωB97M-V/def2-TZVPD.

Properties
Kohn-Sham gap (spin up / spin down)	0.286 / 0.305	hartree
HOMO level (spin up / spin down)	-0.51585 / -0.52559	Eh
expectation value of S²	0.76

```
! wB97M-V def2-TZVPD RIJCOSX def2/J DEFGRID3
* xyz 2 2
Ru 1.141 0.647 -0.532
N 1.687 -0.431 1.237
C 2.400 0.449 2.187
C 3.522 1.128 1.443
N 2.980 1.888 0.304
C 2.604 3.289 0.591
C 1.168 3.389 1.051
N 0.312 2.748 0.043
H 0.802 -0.747 1.633
H 2.260 -1.243 1.022
H 2.801 -0.108 3.036
H 1.677 1.162 2.574
H 4.193 0.368 1.037
H 4.102 1.755 2.123
H 3.697 1.903 -0.411
H 2.724 3.857 -0.334
H 3.268 3.732 1.337
H 0.908 4.437 1.212
H 1.018 2.873 1.997
H 0.298 3.311 -0.803
H -0.644 2.686 0.377
O -0.797 0.158 0.717
S -2.256 0.475 0.379
C -3.186 0.064 1.831
C -2.778 -0.961 2.672
C -3.554 -1.254 3.781
C -4.715 -0.530 4.031
C -5.110 0.490 3.178
C -4.336 0.803 2.069
C -2.790 -0.818 -0.725
C -3.913 -0.584 -1.505
C -4.339 -1.578 -2.374
C -3.638 -2.773 -2.460
C -2.511 -2.988 -1.675
C -2.076 -2.004 -0.800
H -1.877 -1.523 2.461
H -3.260 -2.051 4.449
H -5.313 -0.761 4.902
H -6.013 1.050 3.379
H -4.624 1.607 1.403
H -4.452 0.353 -1.436
H -5.217 -1.417 -2.984
H -3.970 -3.542 -3.145
H -1.980 -3.928 -1.739
H -1.199 -2.151 -0.182
Cl 0.906 1.628 -2.906
C -0.105 0.363 -2.204
H 0.004 -0.581 -2.724
H -1.126 0.714 -2.124
Br 5.482 0.255 -4.424
C 4.406 -0.682 -3.213
C 4.443 -2.065 -3.132
C 3.608 -2.690 -2.221
C 2.766 -1.922 -1.440
N 2.735 -0.584 -1.514
C 3.546 0.023 -2.388
H 5.110 -2.634 -3.765
H 3.605 -3.766 -2.121
H 2.084 -2.389 -0.741
H 3.522 1.102 -2.436
*
```

Löwdin atomic charge list, values in e, 6 entries: number 1, Ru, carries 1.108; number 2, N, carries -0.053; number 3, C, carries -0.184; number 4, C, carries -0.180; number 5, N, carries -0.118; number 6, C, carries -0.171

---

Version Q
Computed, not measured: C22H29BrClN4ORuS as an isolated structure, with ωB97M-V/def2-TZVPD.

Properties
Kohn-Sham gap (spin up / spin down)	0.256 / 0.264	hartree
HOMO level (spin up / spin down)	-0.52250 / -0.52261	Eh
expectation value of S²	1.13

```
! wB97M-V def2-TZVPD RIJCOSX def2/J DEFGRID3
* xyz 2 2
Ru -1.000 -0.310 0.763
N 0.887 -0.782 2.132
C 0.710 -2.144 2.636
C -0.669 -2.289 3.288
N -1.777 -2.078 2.343
C -2.261 -3.280 1.648
C -1.516 -3.519 0.335
N -1.643 -2.326 -0.503
H 1.699 -0.722 1.517
H 1.011 -0.140 2.913
H 1.476 -2.388 3.384
H 0.823 -2.832 1.796
H -0.753 -1.531 4.073
H -0.739 -3.282 3.750
H -2.557 -1.715 2.886
H -3.323 -3.137 1.423
H -2.164 -4.166 2.287
H -1.932 -4.411 -0.153
H -0.456 -3.706 0.514
H -2.616 -2.224 -0.802
H -1.064 -2.417 -1.336
O 0.854 -0.527 -0.782
S 0.867 -0.423 -2.288
C 2.584 -0.720 -2.790
C 3.655 -0.471 -1.950
C 4.936 -0.727 -2.413
C 5.131 -1.242 -3.686
C 4.048 -1.477 -4.519
C 2.764 -1.229 -4.068
C 0.786 1.361 -2.614
C 0.409 1.779 -3.880
C 0.302 3.138 -4.129
C 0.550 4.051 -3.116
C 0.932 3.617 -1.856
C 1.040 2.260 -1.593
H 3.497 -0.074 -0.958
H 5.789 -0.527 -1.784
H 6.128 -1.464 -4.032
H 4.202 -1.863 -5.513
H 1.911 -1.421 -4.701
H 0.200 1.063 -4.658
H 0.017 3.482 -5.112
H 0.442 5.107 -3.310
H 1.150 4.338 -1.082
H 1.312 1.903 -0.607
Cl -3.404 0.586 -0.203
C -1.892 1.205 -0.792
H -1.776 2.259 -0.542
H -1.806 0.999 -1.856
Br -5.502 1.972 3.989
C -3.621 2.038 3.745
C -2.857 3.046 4.324
C -1.496 3.062 4.066
C -0.954 2.100 3.223
N -1.687 1.123 2.684
C -2.989 1.077 2.958
H -3.320 3.789 4.958
H -0.867 3.825 4.501
H 0.098 2.119 2.964
H -3.567 0.266 2.532
*
```

Löwdin atomic charge list, values in e, 6 entries: number 1, Ru, carries 1.128; number 2, N, carries -0.017; number 3, C, carries -0.215; number 4, C, carries -0.186; number 5, N, carries -0.110; number 6, C, carries -0.181

---

Which structure loses on stability? version Q does.

---

Version P
Computed, not measured: the molecule CH2N2O2, with ωB97M-V/def2-TZVPD.

Properties
Kohn-Sham gap (spin up / spin down)	0.331 / 0.330	hartree
HOMO level (spin up / spin down)	-0.36259 / -0.36380	Eh

```
! wB97M-V def2-TZVPD RIJCOSX def2/J DEFGRID3
* xyz 0 1
C -1.534 -0.105 0.227
N 2.125 0.093 -0.072
N 0.120 -0.308 0.833
O -2.548 -0.192 0.831
O 0.865 -0.030 -0.117
H -1.362 0.452 -0.705
H 2.335 0.089 -0.997
*
```

Löwdin atomic charge list, values in e, 6 entries: number 1, C, carries -0.142; number 2, N, carries 0.108; number 3, N, carries 0.070; number 4, O, carries 0.098; number 5, O, carries -0.251; number 6, H, carries 0.105

---

Version Q
Computed, not measured: the molecule CH2N2O2, with ωB97M-V/def2-TZVPD.

Properties
Kohn-Sham gap	0.383	hartree
SMILES	O=C/N=N\O
HOMO level	-0.37960	Eh

```
! wB97M-V def2-TZVPD RIJCOSX def2/J DEFGRID3
* xyz 0 1
O 1.053 -0.157 -1.571
C 0.259 0.271 -0.826
N -1.080 -0.111 -0.795
N -1.637 -0.758 0.046
O -0.988 -1.283 1.090
H 0.602 1.194 -0.140
H 0.061 -1.166 1.147
*
```

Löwdin atomic charge list, values in e, 6 entries: number 1, O, carries 0.091; number 2, C, carries -0.389; number 3, N, carries 0.059; number 4, N, carries -0.056; number 5, O, carries -0.035; number 6, H, carries 0.165

---

Which structure loses on stability? version P does.

---

Version P
Computed, not measured: the molecule CH2N2O2, with ωB97M-V/def2-TZVPD.

Properties
Kohn-Sham gap (spin up / spin down)	0.353 / 0.324	hartree
HOMO level (spin up / spin down)	-0.38501 / -0.38247	Eh

```
! wB97M-V def2-TZVPD RIJCOSX def2/J DEFGRID3
* xyz 0 1
C 0.563 0.744 -1.918
N 0.208 0.813 1.608
N 0.422 1.189 -0.476
O 0.809 1.474 -2.860
O 0.408 0.285 0.473
H 0.519 -0.282 -2.028
H 0.390 0.162 2.400
*
```

Löwdin atomic charge list, values in e, 6 entries: number 1, C, carries -0.237; number 2, N, carries 0.087; number 3, N, carries 0.068; number 4, O, carries 0.065; number 5, O, carries -0.154; number 6, H, carries 0.085

---

Version Q
Computed, not measured: a 2-piece molecular cluster, CH2N2O2 overall, with ωB97M-V/def2-TZVPD.

Properties
Kohn-Sham gap (spin up / spin down)	0.255 / 0.339	hartree
HOMO level (spin up / spin down)	-0.29790 / -0.34649	Eh

```
! wB97M-V def2-TZVPD RIJCOSX def2/J DEFGRID3
* xyz 0 1
C 1.547 -0.998 0.029
N -0.901 -0.070 0.031
N -0.286 0.994 -0.059
O 0.534 -1.558 -0.101
O -2.134 -0.248 0.054
H 1.980 -0.029 0.302
H -0.740 1.908 -0.256
*
```

Löwdin atomic charge list, values in e, 6 entries: number 1, C, carries 0.019; number 2, N, carries -0.279; number 3, N, carries 0.056; number 4, O, carries 0.075; number 5, O, carries -0.041; number 6, H, carries 0.077

---

Version R
Computed, not measured: a 2-piece molecular cluster, CH2N2O2 overall, with ωB97M-V/def2-TZVPD.

Properties
Kohn-Sham gap (spin up / spin down)	0.340 / 0.363	hartree
HOMO level (spin up / spin down)	-0.36671 / -0.38858	Eh

```
! wB97M-V def2-TZVPD RIJCOSX def2/J DEFGRID3
* xyz 0 1
C -0.983 -0.030 0.046
N -0.315 -1.166 -0.229
N 0.214 -0.313 0.702
O -1.924 0.634 -0.134
O 1.295 1.107 -0.144
H 0.110 -1.815 -0.866
H 1.603 1.583 0.625
*
```

Löwdin atomic charge list, values in e, 6 entries: number 1, C, carries -0.523; number 2, N, carries 0.159; number 3, N, carries 0.163; number 4, O, carries 0.180; number 5, O, carries -0.133; number 6, H, carries 0.155

---

Which structure loses on stability? version Q does.